132
Properties=species:S:1:pos:R:3:forces:R:3:mulliken_charge:R:1 method="wB97M-V/def2-TZVPD" total_energy_ha=-3479.48515 smiles="COCCCC[C@@](C#N)([PH2]=N)[C@@H](C#N)C[C@@H](O)CN.CCOC(=O)OC.CCOC(=O)OC.CCOC(=O)OC.CCOC(=O)OC.CCOC(=O)OC.CCOC(=O)OC"
C -2.544122 -4.585399 -1.411970 0.14 0.74 0.25 -0.84
O -3.343153 -3.874784 -0.473021 -0.12 -0.26 -0.05 -0.15
C -4.268116 -3.005702 -1.122146 0.23 -0.20 -0.53 -0.44
C -3.625113 -1.710133 -1.624963 -0.41 0.20 0.93 -1.12
C -2.886274 -0.942269 -0.493676 0.25 -0.67 -1.59 0.11
C -1.426805 -1.391788 -0.457595 -0.10 -0.46 0.91 -1.75
C -0.586424 -0.717531 0.674457 -0.37 0.57 -0.34 3.31
C -1.434995 -0.428081 1.844601 -0.20 -0.28 0.16 -1.30
N -2.087656 -0.233376 2.774704 0.20 -0.33 -0.55 -0.63
P 0.638471 -1.975947 1.244037 0.98 -0.69 -0.66 -0.20
N 1.667135 -2.442243 0.142365 -0.41 0.01 0.44 -0.66
C 0.042451 0.628182 0.100203 -0.31 0.21 1.68 0.70
C -0.574893 1.792908 0.780971 -0.37 0.14 -0.31 -0.62
N -1.064292 2.740191 1.215389 0.20 -0.38 -0.02 -0.67
C 1.563363 0.808181 0.265108 0.20 0.55 -0.99 -0.73
C 2.352241 0.406407 -0.967858 0.81 -0.56 -0.52 0.03
O 1.686243 0.938074 -2.123218 -0.41 0.36 0.35 -0.59
C 3.800589 0.931734 -0.963107 -0.05 0.35 -0.27 -0.91
N 3.970938 2.346862 -0.634674 0.21 -0.31 0.11 -0.45
H -3.127902 -5.309549 -1.982395 -0.04 -0.03 -0.01 0.16
H -2.077141 -3.858548 -2.083783 0.03 -0.25 -0.28 0.38
H -1.734620 -5.067052 -0.868011 -0.13 -0.20 0.09 0.27
H -5.074194 -2.816313 -0.413580 0.11 0.15 0.13 0.40
H -4.710135 -3.521724 -1.984660 -0.09 -0.08 0.10 0.24
H -4.444116 -1.064949 -1.949235 0.00 -0.13 -0.32 0.46
H -2.977935 -1.916758 -2.477145 0.03 0.17 -0.06 0.40
H -3.426404 -1.159754 0.422349 0.19 0.39 0.26 -0.30
H -2.906094 0.112965 -0.771827 -0.17 0.16 0.50 0.51
H -1.369980 -2.470250 -0.296201 -0.25 -0.02 -0.08 0.43
H -0.959212 -1.210683 -1.423619 0.19 0.13 0.06 0.41
H -0.147628 -3.069734 1.677946 -0.22 0.59 0.38 0.16
H 1.254077 -1.413584 2.388465 -0.48 0.01 0.00 0.04
H 1.530909 -3.440194 0.018588 0.23 -0.02 -0.29 0.23
H -0.284710 0.728384 -0.929550 0.41 -0.12 -0.23 0.84
H 1.984019 0.362621 1.165990 -0.14 -0.19 0.01 0.24
H 1.737991 1.881152 0.369267 -0.04 0.01 0.16 0.32
H 2.398435 -0.677584 -1.090595 -0.06 0.04 0.32 0.33
H 2.046123 0.484977 -2.887261 0.07 0.00 -0.15 0.46
H 4.176802 0.796330 -1.982458 -0.05 -0.23 0.01 0.31
H 4.455803 0.324447 -0.337227 -0.14 0.00 0.16 0.33
H 3.147480 2.890255 -0.851660 0.00 0.10 -0.02 0.09
H 4.220188 2.472928 0.334458 -0.16 0.18 0.07 0.22
C -0.123831 1.330491 4.568988 0.08 0.07 0.38 -0.98
C 1.368470 1.213669 4.346031 -0.35 0.12 -0.39 0.25
O 2.114961 1.411013 5.554601 0.12 -0.01 -0.02 -0.44
C 2.133693 0.370583 6.384791 0.05 0.16 -0.01 0.70
O 1.620163 -0.700600 6.194345 -0.01 -0.12 -0.02 -0.56
O 2.830636 0.718952 7.467428 0.01 -0.02 0.01 -0.35
C 2.869753 -0.283871 8.483760 0.08 -0.10 0.24 -0.64
H -0.361938 2.283222 5.045042 0.06 0.06 -0.11 0.34
H -0.656855 1.265441 3.625816 0.09 0.17 0.12 0.10
H -0.492181 0.540511 5.222321 0.04 -0.09 -0.09 0.29
H 1.699739 1.996840 3.663458 0.14 0.07 0.17 0.24
H 1.635203 0.253632 3.899101 0.02 -0.07 0.17 0.12
H 3.219563 -1.234041 8.085486 -0.10 0.00 -0.06 0.29
H 1.883933 -0.402968 8.931369 -0.01 -0.09 -0.08 0.29
H 3.565712 0.062036 9.243080 0.00 0.15 -0.09 0.23
C -0.217565 6.300636 0.035208 0.13 0.24 -0.09 -1.26
C 0.684600 5.479244 0.930470 -0.45 -0.01 -0.07 0.65
O 2.072545 5.803421 0.724318 0.11 -0.13 0.06 -0.25
C 2.488828 6.938357 1.279294 -0.05 -0.07 -0.22 0.67
O 1.830009 7.696868 1.937748 0.00 0.04 0.11 -0.57
O 3.777228 7.099648 0.958822 0.06 0.02 0.05 -0.27
C 4.337022 8.335798 1.404944 0.22 0.17 0.03 -0.76
H 0.084536 6.198874 -1.008807 -0.04 -0.10 0.01 0.30
H -1.251898 5.973369 0.139758 0.03 -0.07 0.02 0.40
H -0.164415 7.359555 0.286450 -0.02 -0.03 0.08 0.34
H 0.585928 4.427747 0.682337 0.23 -0.02 -0.02 -0.54
H 0.421558 5.592892 1.981887 0.12 0.12 0.01 0.38
H 4.181755 8.475205 2.472662 -0.11 0.01 -0.03 0.34
H 3.903752 9.166316 0.848669 -0.08 0.01 0.09 0.30
H 5.404064 8.291345 1.203054 -0.04 -0.15 -0.08 0.24
C -8.854198 -5.698427 -5.924105 -0.07 -0.02 0.27 -1.11
C -7.372806 -5.956553 -6.101780 -0.29 0.00 -0.40 -0.19
O -6.644311 -5.721599 -4.887650 0.14 0.01 -0.01 -0.35
C -6.738902 -6.683018 -3.970406 -0.02 0.24 -0.04 0.69
O -7.351024 -7.711101 -4.077224 -0.01 -0.11 -0.01 -0.56
O -6.040377 -6.298088 -2.898399 0.05 -0.09 0.03 -0.18
C -6.137975 -7.207553 -1.798752 0.09 -0.07 0.33 -0.68
H -9.021776 -4.695776 -5.528047 0.03 0.04 -0.11 0.29
H -9.373854 -5.793346 -6.877536 0.04 0.02 -0.02 0.36
H -9.295163 -6.404865 -5.221831 0.04 -0.07 -0.06 0.32
H -6.960856 -5.261816 -6.831755 0.15 0.06 0.16 0.29
H -7.181577 -6.966325 -6.465050 0.00 -0.05 0.17 0.31
H -5.874002 -8.219653 -2.097604 -0.10 0.01 -0.08 0.35
H -7.145468 -7.185313 -1.385888 -0.02 -0.10 -0.07 0.32
H -5.437817 -6.869673 -1.038405 0.02 0.17 -0.12 0.14
C -4.677200 -2.621919 2.991742 -0.17 0.03 0.27 -0.22
C -4.888897 -4.098912 2.734705 0.22 0.32 -0.36 -0.03
O -5.169761 -4.807948 3.951065 -0.01 -0.13 -0.01 -0.40
C -6.408839 -4.671347 4.417815 0.15 -0.05 0.02 0.71
O -7.297172 -4.042425 3.906241 -0.09 0.03 -0.03 -0.55
O -6.498752 -5.360616 5.557184 -0.02 -0.02 0.01 -0.36
C -7.761573 -5.240047 6.213153 -0.17 -0.06 0.19 -0.64
H -3.906271 -2.470364 3.748110 0.10 -0.01 -0.12 0.36
H -4.374802 -2.116341 2.075856 0.04 -0.03 0.01 -0.40
H -5.588850 -2.150794 3.358183 -0.04 -0.03 -0.09 0.35
H -3.975489 -4.536756 2.336306 -0.02 -0.15 0.15 0.20
H -5.679908 -4.271760 2.003993 -0.11 -0.01 0.14 0.32
H -8.579497 -5.491196 5.541055 0.03 0.10 -0.06 0.30
H -7.888517 -4.229715 6.599908 -0.06 0.02 -0.10 0.29
H -7.755057 -5.940588 7.043759 0.17 -0.03 -0.04 0.23
C 8.886203 -0.430046 -3.047080 -0.13 0.07 0.23 -1.02
C 8.671201 -1.904974 -3.315202 0.17 0.28 -0.36 -0.17
O 8.388450 -2.627411 -2.108681 0.00 -0.10 0.00 -0.38
C 7.148614 -2.494674 -1.641249 0.15 -0.04 0.05 0.79
O 6.263248 -1.854728 -2.146100 -0.09 0.05 -0.03 -0.55
O 7.056324 -3.195205 -0.510579 -0.03 -0.02 0.00 -0.36
C 5.790476 -3.076526 0.141560 -0.24 -0.06 0.20 -0.64
H 9.658165 -0.289022 -2.289245 0.08 -0.03 -0.09 0.29
H 9.189243 0.082649 -3.960102 0.03 -0.04 -0.01 0.35
H 7.975517 0.039564 -2.676735 -0.04 -0.03 -0.08 0.24
H 9.582963 -2.345113 -3.715429 -0.01 -0.15 0.17 0.30
H 7.879035 -2.069157 -4.045919 -0.11 0.01 0.13 0.29
H 4.972996 -3.319551 -0.533675 0.01 0.12 -0.05 0.30
H 5.666534 -2.068055 0.534501 -0.08 0.02 -0.10 0.24
H 5.785676 -3.780285 0.969429 0.20 -0.03 -0.05 0.29
C 3.736310 5.354980 -3.136683 -0.18 0.05 -0.22 -0.76
C 4.277615 6.620242 -2.505788 -0.05 -0.46 0.28 -0.04
O 4.430436 7.671203 -3.474419 0.06 0.10 0.00 -0.40
C 3.305392 8.285808 -3.828665 0.18 -0.05 0.01 0.75
O 2.203906 8.060199 -3.401093 -0.11 0.02 0.02 -0.55
O 3.609718 9.208034 -4.745739 -0.01 0.04 -0.02 -0.36
C 2.477575 9.898912 -5.274310 -0.11 0.18 -0.15 -0.63
H 4.357772 5.053508 -3.981580 0.09 -0.04 0.09 0.36
H 3.715834 4.545897 -2.406444 0.10 0.03 0.00 -0.05
H 2.724593 5.505136 -3.513409 -0.02 0.04 0.09 0.31
H 5.273170 6.433308 -2.107108 0.08 0.19 -0.13 0.41
H 3.652710 6.955667 -1.679367 -0.08 0.07 -0.11 0.15
H 1.870833 10.326428 -4.478725 -0.03 -0.11 0.03 0.29
H 1.877611 9.224799 -5.884510 -0.07 -0.01 0.10 0.29
H 2.859719 10.700431 -5.900743 0.16 -0.07 0.03 0.22